{
  "formula": "C24H60NO13",
  "method": "ωB97M-V/def2-TZVPD",
  "symbols": ["C", "C", "O", "O", "C", "C", "C", "C", "C", "C", "O", "O", "C", "C", "C", "C", "N", "O", "C", "C", "C", "C", "H", "H", "H", "H", "H", "H", "H", "H", "H", "H", "H", "H", "H", "H", "H", "H", "H", "H", "H", "H", "H", "H", "H", "H", "H", "H", "H", "H", "C", "O", "H", "H", "H", "H", "C", "O", "H", "H", "H", "H", "C", "O", "H", "H", "H", "H", "C", "O", "H", "H", "H", "H", "C", "O", "H", "H", "H", "H", "C", "O", "H", "H", "H", "H", "C", "O", "H", "H", "H", "H", "C", "O", "H", "H", "H", "H"],
  "positions_angstrom": [[0.616161, 0.219082, 2.879643], [-0.678396, -0.477461, 3.208889], [-0.728055, -1.685528, 3.351124], [-1.815373, 0.255975, 3.423686], [-2.184148, 1.151107, 2.375649], [-3.100540, 0.474330, 1.370664], [-2.340832, -0.336077, 0.293229], [-2.540152, 0.091109, -1.167773], [-3.929408, -0.389785, -1.692868], [-5.087894, 0.249408, -0.996556], [-5.429031, 1.410137, -1.068535], [-5.799962, -0.643871, -0.220101], [-1.509213, -0.722306, -2.022671], [-0.815213, 0.071114, -3.123953], [0.300270, -0.830218, -3.706447], [-1.703143, 0.455986, -4.298922], [-0.141263, 1.203975, -2.451750], [0.851669, 0.840340, -1.734037], [-1.053589, 2.195996, -1.829580], [-0.333811, 2.834192, -0.643346], [-1.293445, 3.354244, -2.835058], [-2.430532, 1.615196, -1.425776], [1.236174, -0.464928, 2.313840], [1.118451, 0.510154, 3.797728], [0.515541, 1.122821, 2.288365], [-2.710007, 1.985493, 2.836479], [-1.331274, 1.581107, 1.858119], [-3.733362, -0.219731, 1.925361], [-3.775212, 1.227247, 0.967447], [-1.275421, -0.266405, 0.520680], [-2.608921, -1.388218, 0.371471], [-3.961491, -0.119686, -2.746370], [-3.923570, -1.477990, -1.623372], [-6.123550, -0.181457, 0.560814], [-0.719724, -1.038937, -1.346524], [-1.982933, -1.630664, -2.388275], [0.697852, -1.466203, -2.923899], [-0.140303, -1.478237, -4.461625], [1.064691, -0.205249, -4.155975], [-1.116957, 0.804885, -5.146376], [-2.422857, 1.241959, -4.078477], [-2.281946, -0.414381, -4.597503], [-0.937701, 3.691126, -0.343905], [0.629234, 3.228454, -0.948714], [-0.190531, 2.146237, 0.182713], [-1.078415, 3.048808, -3.855448], [-0.632852, 4.190866, -2.619824], [-2.315939, 3.720857, -2.787454], [-3.114504, 1.828969, -2.239491], [-2.787735, 2.216372, -0.594142], [1.001102, -3.301853, 0.777558], [0.132584, -3.230229, -0.346407], [0.566241, -2.712199, 1.579624], [1.104432, -4.336443, 1.122097], [1.989929, -2.898578, 0.530955], [0.525780, -3.762676, -1.049416], [3.830915, 2.506183, 3.816364], [3.189678, 2.237368, 2.579048], [3.507206, 1.757988, 4.538054], [4.917020, 2.454047, 3.717790], [3.548703, 3.500042, 4.186190], [3.487727, 2.909234, 1.950338], [2.435559, 5.476654, 0.316804], [3.283087, 4.765107, 1.221631], [2.120086, 4.788991, -0.461489], [1.555188, 5.855972, 0.840915], [2.983702, 6.304654, -0.136493], [3.559563, 5.379175, 1.905515], [-4.691914, -4.247194, 0.274748], [-4.497982, -3.225944, -0.698718], [-4.083407, -5.099990, -0.016437], [-4.371652, -3.902196, 1.261843], [-5.740880, -4.552097, 0.312877], [-5.048341, -2.482350, -0.420121], [1.583760, -6.366318, -2.506362], [1.742764, -5.033780, -2.019103], [0.775540, -6.357334, -3.232055], [2.497678, -6.709692, -2.995143], [1.325717, -7.050315, -1.694761], [2.459557, -5.038649, -1.379060], [6.139363, 1.752932, 6.822003], [6.456823, 2.795413, 5.904270], [6.712982, 0.875958, 6.534751], [6.408906, 2.034261, 7.843160], [5.074530, 1.507770, 6.784083], [5.949980, 3.569307, 6.159429], [-1.740332, -7.353339, 0.151376], [-2.299870, -7.847734, -1.062384], [-1.434732, -8.206969, 0.750608], [-0.866496, -6.730140, -0.056292], [-2.479640, -6.774558, 0.710299], [-2.567850, -7.092001, -1.590082], [5.567571, 4.764782, -2.110086], [5.553899, 6.111962, -1.638180], [4.854979, 4.682015, -2.926154], [6.564114, 4.505561, -2.476199], [5.278768, 4.079331, -1.309217], [6.186826, 6.167654, -0.919323]],
  "forces_ev_per_a": [[-0.278, 0.243, -0.327], [-0.169, -1.652, 0.131], [0.014, 1.382, 0.090], [0.724, -0.065, -0.350], [-0.679, 0.597, -0.096], [-0.033, -0.616, 0.026], [-0.210, 0.523, 0.233], [-0.016, -0.158, -0.427], [0.431, 0.052, -0.119], [-0.843, 0.679, -0.035], [0.477, -1.001, 0.204], [0.810, -0.089, 0.050], [-0.290, 0.704, 0.760], [0.744, -1.100, -0.800], [-0.645, 0.066, 0.242], [-0.407, 0.607, 0.244], [-0.678, -0.405, 0.616], [0.296, 0.169, -0.179], [0.198, 1.227, -0.093], [-0.287, 0.016, -0.089], [0.199, -0.121, -0.119], [0.403, -0.508, -0.372], [0.169, -0.122, 0.106], [0.044, -0.099, 0.149], [-0.064, 0.101, 0.048], [-0.014, -0.048, 0.265], [0.214, -0.072, 0.106], [-0.085, 0.075, 0.169], [0.086, 0.111, -0.228], [0.136, -0.081, -0.070], [0.130, -0.155, -0.027], [-0.192, 0.079, -0.094], [-0.288, 0.295, 0.045], [-0.471, 0.249, -0.107], [0.109, -0.162, -0.029], [0.058, -0.060, -0.256], [0.392, 0.068, 0.001], [0.007, -0.025, -0.133], [0.209, -0.089, -0.043], [0.137, -0.063, -0.071], [-0.048, 0.014, 0.068], [0.075, -0.151, -0.113], [-0.102, -0.049, 0.273], [0.166, -0.163, -0.020], [0.062, -0.029, 0.099], [-0.112, -0.073, -0.090], [0.099, 0.060, 0.011], [-0.094, 0.030, 0.031], [-0.136, 0.101, -0.017], [-0.090, -0.058, 0.157], [-0.066, -0.067, -0.335], [-0.036, 0.106, 0.119], [-0.041, -0.025, 0.034], [0.066, 0.027, 0.094], [0.029, -0.013, 0.096], [-0.015, -0.080, -0.066], [-0.022, 0.114, -0.406], [0.103, -0.155, 0.127], [-0.017, -0.013, -0.004], [0.018, 0.001, 0.157], [0.055, -0.036, 0.137], [-0.300, 0.000, -0.008], [0.168, 0.152, 0.207], [0.049, -0.023, -0.137], [0.058, -0.060, 0.030], [-0.058, -0.008, -0.095], [-0.075, -0.010, -0.105], [0.040, 0.026, 0.045], [0.053, 0.201, -0.133], [-0.175, -0.253, 0.276], [-0.005, -0.021, 0.015], [-0.008, -0.126, 0.040], [0.027, -0.090, 0.064], [-0.009, 0.024, -0.078], [0.069, 0.065, 0.145], [-0.051, -0.021, -0.022], [-0.016, 0.039, 0.001], [-0.036, -0.045, -0.034], [-0.030, -0.056, -0.060], [0.069, 0.048, 0.008], [-0.051, 0.220, -0.053], [0.035, -0.143, 0.058], [0.020, 0.008, -0.034], [-0.009, -0.084, 0.026], [0.016, -0.077, 0.045], [0.001, 0.088, -0.021], [-0.105, 0.100, -0.288], [0.073, -0.110, 0.126], [-0.020, -0.055, -0.038], [0.009, 0.058, 0.154], [0.109, 0.026, 0.105], [-0.032, 0.034, -0.057], [0.177, 0.174, 0.296], [-0.161, -0.061, -0.142], [-0.022, 0.079, 0.001], [-0.063, -0.144, -0.065], [-0.016, -0.105, -0.102], [0.031, 0.059, 0.055]],
  "lowdin_charge": [0.025, -0.494, 0.095, 0.000, -0.183, -0.137, -0.094, -0.345, -0.042, -0.469, 0.115, 0.075, -0.065, -0.469, -0.019, -0.023, -0.114, -0.004, -0.440, -0.034, -0.015, -0.056, 0.087, 0.092, 0.060, 0.129, 0.088, 0.120, 0.100, 0.116, 0.127, 0.130, 0.096, 0.125, 0.097, 0.139, 0.074, 0.085, 0.090, 0.091, 0.069, 0.093, 0.098, 0.066, 0.062, 0.075, 0.077, 0.088, 0.096, 0.121, -0.146, -0.137, 0.048, 0.076, 0.081, 0.030, -0.166, -0.137, 0.069, 0.071, 0.076, 0.039, -0.121, -0.134, 0.064, 0.083, 0.076, 0.083, -0.130, -0.146, 0.060, 0.083, 0.081, 0.031, -0.128, -0.134, 0.082, 0.079, 0.076, 0.082, -0.156, -0.133, 0.079, 0.075, 0.070, 0.071, -0.153, -0.126, 0.079, 0.066, 0.065, 0.066, -0.154, -0.134, 0.078, 0.075, 0.073, 0.070],
  "multiplicity": 2,
  "homo_energy_ev": [-8.102, -9.333],
  "largest_force_ev_per_a": 1.67,
  "s2": 0.754,
  "orbital_gap_ha": [0.3128, 0.3580],
  "total_charge": 0,
  "e_tot_ev": -53963.7460
}